(1)
Computed, not measured: one molecule with the formula C6H8, with ωB97M-V/def2-TZVPD.

Values from the calculation:
- energy above the lowest of the compared OMol25 structures with the same formula, charge and spin (kJ/mol) = 354.78
- spin multiplicity = 1
- gap between HOMO and LUMO (spin up / spin down) (eV) = 7.79 / 7.79
- HOMO (spin up / spin down) (eV) = -8.122 / -8.122
- electronic energy (a.u.) = -233.2519
- LUMO energy (spin up / spin down) (eV) = -0.33 / -0.33

Each line ends with the Mulliken charge.
Cartesian coordinates (Å):
C1 0.0629 1.4037 0.2164  -1.06
C2 0.7932 0.1132 -0.2982  -0.10
C3 0.6237 -0.8130 0.9251  -0.50
C4 -0.9003 -0.8479 0.9749  -0.57
C5 -1.2399 -0.9344 -0.4495  -0.27
C6 -0.2284 -0.4769 -1.2237  -0.31
H1 -0.5504 1.8345 -0.5783  0.36
H2 0.6722 2.1542 0.7133  0.35
H3 1.7948 0.2791 -0.7191  0.35
H4 1.1291 -0.4253 1.8177  0.27
H5 0.9582 -1.8442 0.7496  0.36
H6 -0.6523 1.0584 0.9841  0.32
H7 -2.2416 -1.1504 -0.8048  0.38
H8 -0.2212 -0.3512 -2.3074  0.40

Forces on the atoms, in the same order (eV/Å):
C 0.0762 0.3381 -0.0358
C -0.0944 0.0381 -0.0003
C -0.1056 -0.0002 0.1635
C 0.0835 -0.8821 -0.2465
C -0.0567 -0.2306 0.0595
C -0.1673 0.1571 0.2205
H 0.2617 0.3573 0.1203
H 0.3673 0.0891 -0.2714
H -0.2967 -0.0154 0.1485
H -0.3049 -0.0781 -0.0756
H 0.0666 0.1504 -0.0729
H 0.0789 0.2915 -0.2610
H 0.1535 -0.2591 -0.0008
H -0.0620 0.0439 0.2518

***

(2)
Computed, not measured: a 5-piece molecular cluster, H8IO4 overall, with ωB97M-V/def2-TZVPD.

Values from the calculation:
- net charge = -1
- energy above the lowest of the compared OMol25 structures with the same formula, charge and spin (kJ/mol) = 92.82
- spin multiplicity = 1
- gap between HOMO and LUMO (eV) = 8.38
- HOMO (eV) = -4.921
- electronic energy (a.u.) = -603.5452
- LUMO energy (eV) = 3.45

Each line ends with the Mulliken charge.
Cartesian coordinates (Å):
I1 0.0075 -0.0807 -0.1999  -0.76
O1 2.2656 -3.0220 -0.8318  -0.60
H1 1.6690 -2.3457 -0.7229  0.24
H2 3.0527 -2.5762 -0.5545  0.31
O2 -2.9897 0.0014 -2.0609  -0.63
H3 -2.0867 0.0974 -1.6732  0.23
H4 -3.0606 -0.9569 -2.0880  0.32
O3 -1.6515 0.5851 3.1603  -0.64
H5 -1.5625 0.5143 2.1655  0.29
H6 -0.9799 0.1036 3.5658  0.30
O4 2.0256 2.7234 -0.4527  -0.56
H7 1.8575 2.8970 0.3610  0.28
H8 1.4530 2.0593 -0.6688  0.23

Forces on the atoms, in the same order (eV/Å):
I -0.0201 -0.1666 0.1080
O 1.9341 -2.6555 -0.5001
H -3.0145 2.5865 0.3008
H 1.0194 0.0998 0.2026
O 0.6130 -0.1038 0.1308
H -0.5495 0.1937 -0.1225
H -0.1697 -0.0669 -0.0426
O -2.1576 1.4726 -2.1561
H 0.3468 -0.1537 1.5702
H 1.8709 -1.3265 0.5230
O 4.1949 1.3563 -7.2292
H -1.6108 1.8442 8.3260
H -2.4569 -3.0803 -1.1109

***

(3)
Computed, not measured: C40H58FLuN8O5Si2Te as an isolated structure, with ωB97M-V/def2-TZVPD.

Values from the calculation:
- net charge = +2
- energy above the lowest of the compared OMol25 structures with the same formula, charge and spin (kJ/mol) = 155.60
- spin multiplicity = 1
- gap between HOMO and LUMO (eV) = 5.25
- HOMO (eV) = -10.646
- electronic energy (a.u.) = -4555.3640
- LUMO energy (eV) = -5.40

Each line ends with the Mulliken charge.
Cartesian coordinates (Å):
Lu1 1.8643 -3.0322 0.1437  1.31
C1 5.1058 2.6857 -4.1604  -0.96
C2 4.8756 1.2398 -4.5704  -0.73
N1 3.8701 0.5341 -3.7016  0.12
C3 4.2677 -0.6561 -3.1117  -0.09
C4 3.5568 -1.2028 -2.0826  -0.01
C5 3.7353 -2.5595 -1.3942  0.12
O1 2.8059 -3.4420 -1.7273  -0.66
O2 4.4380 -2.6917 -0.3887  -0.55
C6 2.4439 -0.4462 -1.4547  1.00
O3 1.7976 -0.8767 -0.4291  -0.40
C7 2.1367 0.7896 -2.0801  0.70
C8 1.0964 1.6432 -1.6153  -0.94
C9 0.6677 2.6819 -2.4172  -0.12
F1 -0.4603 3.3580 -2.0121  -0.39
C10 1.1439 2.9715 -3.7284  -0.25
C11 2.2341 2.1956 -4.1450  -0.47
C12 2.7358 1.1793 -3.3124  -0.63
N2 0.4791 3.9832 -4.4758  0.42
C13 0.4486 5.3128 -3.9334  -0.45
C14 -0.7799 6.0509 -4.4446  -0.81
N3 -0.8590 5.9705 -5.9595  -0.16
C15 -0.7186 4.5414 -6.5409  -0.90
C16 0.4842 3.8227 -5.9269  -0.49
H1 6.0639 3.0344 -4.5622  0.43
H2 5.1589 2.7442 -3.0815  0.32
H3 4.3033 3.3540 -4.5464  0.29
H4 5.8274 0.6947 -4.4684  0.46
H5 4.6187 1.1267 -5.6461  0.31
H6 5.0976 -1.1140 -3.6202  0.57
H7 0.7121 1.5253 -0.6141  0.86
H8 2.6460 2.3379 -5.1542  0.88
H9 1.3842 5.8989 -4.1192  0.20
H10 0.3072 5.2377 -2.8564  0.30
H11 -0.7946 7.1022 -4.1276  0.39
H12 -1.6182 5.5084 -4.0397  0.44
H13 -0.0371 6.5348 -6.2227  0.41
H14 -1.6998 6.4583 -6.3360  0.36
H15 -0.6647 4.6070 -7.6659  0.40
H16 -1.6974 4.0416 -6.3235  0.36
H17 1.4561 4.1326 -6.3882  0.38
H18 0.3559 2.7402 -6.0924  0.45
N4 -0.6180 -4.9968 5.0973  -0.48
C17 -0.7487 -5.7781 3.9157  -0.34
C18 0.6008 -5.7815 3.1201  -0.74
C19 0.8536 -4.6901 2.0474  0.68
O4 0.4063 -3.4955 2.1063  -0.49
O5 1.7131 -5.0144 1.1173  -0.83
H19 0.0823 -5.3781 5.7596  0.19
H20 -1.4833 -4.8234 5.5549  0.19
H21 -1.5524 -5.3111 3.2703  0.21
H22 -1.0396 -6.8399 4.0801  0.33
H23 0.7308 -6.7249 2.6119  0.40
H24 1.4187 -5.6529 3.8695  0.22
C20 -0.0091 -5.7957 -3.0123  -1.16
C21 -0.6817 -4.4152 -3.1438  -0.23
C22 -0.3337 -3.6353 -1.9953  0.29
N5 0.0397 -3.1151 -1.0059  -0.14
H25 -0.5078 -6.4633 -3.7578  0.37
H26 -0.1606 -6.2955 -2.0244  0.35
H27 1.0827 -5.7204 -3.1695  0.29
H28 -1.7891 -4.4927 -3.2197  0.29
H29 -0.2833 -3.9680 -4.0527  0.25
C23 -2.1344 1.4659 5.6333  -0.99
Si1 -3.0302 0.9431 4.0365  0.43
C24 -4.8054 0.5293 4.3163  -1.21
C25 -2.7473 2.3948 2.8542  -0.94
C26 -2.2861 -0.6673 3.3038  -0.63
Te1 -2.4374 -1.2847 1.1766  0.05
C27 -4.4136 -2.0455 1.2065  -0.76
Si2 -5.1770 -1.9810 -0.5160  0.35
C28 -4.2576 -0.9446 -1.7878  -0.94
C29 -6.8717 -1.2370 -0.2084  -1.16
C30 -5.1313 -3.7162 -1.2757  -0.93
H30 -1.0651 1.2635 5.4226  0.19
H31 -2.4650 0.9148 6.5020  0.36
H32 -2.1918 2.5455 5.7452  0.33
H33 -5.1552 1.1316 5.1323  0.38
H34 -4.9209 -0.4775 4.6694  0.38
H35 -5.4372 0.5808 3.4610  0.37
H36 -3.5879 3.1103 2.9326  0.35
H37 -2.6710 1.9929 1.8463  0.22
H38 -1.8381 2.9322 3.0831  0.26
H39 -2.6999 -1.5315 3.8541  0.43
H40 -1.2312 -0.6807 3.5136  0.14
H41 -5.0626 -1.4286 1.8826  0.17
H42 -4.3725 -3.0660 1.5785  0.47
H43 -4.2640 0.0899 -1.4267  0.26
H44 -4.6801 -0.9555 -2.8066  0.37
H45 -3.2015 -1.2545 -1.9046  0.16
H46 -6.8341 -0.4826 0.5450  0.35
H47 -7.6188 -1.9782 0.0726  0.34
H48 -7.1440 -0.7508 -1.1392  0.33
H49 -4.1171 -4.0677 -1.4441  0.16
H50 -5.6647 -3.7699 -2.1977  0.35
H51 -5.6210 -4.4325 -0.6087  0.33
N6 3.3548 6.1191 6.2981  -0.45
C31 3.1506 5.0893 5.8022  -0.06
C32 3.0095 3.7884 5.2151  0.58
C33 2.0652 3.5172 4.1848  -0.98
C34 1.9210 2.2176 3.6691  -0.01
C35 2.7583 1.1918 4.1015  0.68
C36 3.6808 1.4983 5.1052  -0.36
C37 3.8211 2.7434 5.6623  -0.92
N7 2.6906 -0.1458 3.6126  0.42
C38 3.1187 -1.3032 4.2802  -0.42
C39 3.2596 -2.3044 3.3610  -1.04
N8 2.8593 -1.8443 2.1512  -0.14
C40 2.4759 -0.5813 2.3278  -0.52
H52 1.3395 4.2942 3.8845  0.38
H53 1.1211 1.9899 2.9256  0.38
H54 4.2907 0.6858 5.4346  0.49
H55 4.5957 2.9149 6.4456  0.41
H56 3.3468 -1.3109 5.3309  0.53
H57 3.6340 -3.3295 3.4409  0.57
H58 2.1325 -0.0031 1.4785  0.39

Forces on the atoms, in the same order (eV/Å):
Lu 0.8925 -0.6103 3.8378
C -0.2801 0.3651 -0.6732
C 0.1715 -0.6761 -0.6482
N 1.5349 -0.8533 -0.2373
C -1.3710 1.0020 -0.1208
C -0.7397 0.1900 0.7329
C -0.2575 -0.6500 -0.3969
O 1.2231 1.2739 -0.2197
O -0.6798 0.3527 -0.7256
C 1.1136 -1.1918 0.2108
O 0.9186 0.6918 -1.6706
C -0.9726 1.7592 -1.0006
C 0.5202 0.5570 -0.7626
C -1.0537 -0.4530 0.5046
F 0.9382 -0.1434 -0.1345
C 0.4629 -0.4046 0.6475
C -1.2726 0.9704 -0.3187
C 0.1870 -0.6194 0.5840
N 0.2994 -1.3272 -0.2098
C 0.4319 0.7605 -0.1445
C -0.1575 -0.5199 0.2208
N 0.7535 0.3063 -0.1710
C -1.0115 0.2201 -0.5727
C 0.2853 -0.0322 0.3891
H -0.2218 -0.1173 0.0188
H -0.0424 0.1976 0.2734
H 0.8050 -0.3390 0.4812
H -0.4767 0.0808 0.1545
H -0.1334 0.1748 0.6313
H 0.2842 -0.2290 0.3046
H -0.4713 -0.2302 -0.1107
H -0.1757 -0.1425 0.6827
H -0.4162 -0.3655 -0.0125
H 0.1795 0.1549 -0.0220
H -0.0523 -0.3136 -0.2961
H -0.5993 0.0711 -0.0177
H -0.3746 -0.2112 -0.5834
H 0.6462 -0.5130 0.3582
H 0.1615 0.1931 1.2372
H 0.9818 0.3329 0.1332
H -0.6735 0.0114 0.1013
H 0.0647 0.4670 -0.3057
N 1.4149 0.2699 0.8748
C -0.1668 -0.0719 -1.8791
C -0.4543 0.8800 0.1736
C 0.3821 0.8204 0.6666
O 0.6179 -1.7720 -0.7107
O -0.7280 0.4268 0.3387
H -0.9013 0.2975 -0.5743
H -0.5331 -0.0070 0.4694
H 0.7887 -0.5072 0.6329
H 0.1396 0.4636 -0.0620
H 0.2123 -0.2838 -0.0709
H -0.3729 -0.1881 -0.6283
C -0.3007 -1.2848 0.1801
C -0.5682 -0.7415 -0.3522
C 1.3083 1.8833 3.4349
N -2.6894 -1.6942 -4.1166
H 0.7772 0.4973 0.4364
H -0.0196 0.6571 -0.6533
H -0.6385 -0.0815 -0.1086
H 0.6953 0.0924 0.0664
H -0.1987 0.3822 0.0384
C 0.4709 -0.5590 -1.2770
Si 0.6586 -0.0776 -0.5718
C 0.3218 -0.0357 0.5240
C -0.7658 -0.2815 0.2088
C -0.4873 -0.2836 -0.0931
Te 0.3120 0.8131 1.1343
C -0.4160 0.5135 0.3191
Si -0.1208 -0.6156 -0.2854
C 0.4514 0.4207 -0.0246
C 0.3034 -0.7119 -0.9816
C -0.3508 0.0855 1.1991
H -0.3359 -0.0714 0.3714
H 0.0821 0.0687 0.3594
H -0.3199 0.0542 0.2761
H -0.6221 0.6136 0.2267
H 0.2258 -0.7379 0.2617
H -0.5535 0.4721 -0.7213
H 0.3707 -0.2945 -0.2049
H -0.1523 0.1796 -0.2581
H 0.3453 0.1393 0.1323
H 0.1726 0.2936 -0.1840
H 0.7162 -0.1597 -0.0599
H 0.7343 -0.5222 -0.5348
H -0.0714 -0.0281 0.0975
H 0.1862 0.0261 -0.2184
H -0.1849 -0.1359 0.4725
H -0.3512 0.1249 0.2031
H 0.1073 0.5542 0.6269
H -0.0619 0.0291 -0.0719
H -0.5035 0.0525 -0.1713
H 0.2401 0.0549 0.0301
H -0.3744 0.0835 -0.8447
H 0.1064 -0.0455 0.0064
N -0.3997 -1.3156 -0.6831
C 0.3758 1.3668 0.5635
C -0.6712 -0.6094 -0.9852
C -0.2279 -0.1016 0.6697
C -0.5592 0.0896 -0.6895
C -0.1437 0.8135 0.6508
C -0.1040 -0.9877 -0.4743
C 0.5253 0.5940 0.5611
N -0.1322 -1.6826 -0.7331
C 0.7234 0.1104 0.1692
C 0.0476 -0.1133 0.6698
N -1.2685 1.0996 -0.9388
C 0.7560 -0.0860 -0.3472
H 0.6706 -0.4563 0.1148
H 0.7007 0.3423 0.6642
H 0.5150 -0.1853 0.2915
H -0.8395 -0.1236 -0.7220
H -0.0499 0.1091 0.0142
H -0.2869 0.5838 0.3575
H 0.0477 0.3054 0.5954

***

(4)
Computed, not measured: an isolated ion of composition C4H7N3P and charge +1, with ωB97M-V/def2-TZVPD.

Values from the calculation:
- net charge = +1
- energy above the lowest of the compared OMol25 structures with the same formula, charge and spin (kJ/mol) = 335.40
- spin multiplicity = 1
- gap between HOMO and LUMO (spin up / spin down) (eV) = 8.80 / 5.92
- HOMO (spin up / spin down) (eV) = -13.378 / -11.712
- electronic energy (a.u.) = -661.7730
- LUMO energy (spin up / spin down) (eV) = -4.58 / -5.79

Each line ends with the Mulliken charge.
Cartesian coordinates (Å):
C1 4.1365 -0.0600 0.1498  0.31
C2 2.8278 -0.3102 -0.0413  0.11
C3 0.6446 -0.3471 -1.0242  -0.44
C4 -0.6813 0.2533 -0.6995  -0.63
N1 5.3016 0.1350 0.1326  -0.29
N2 1.7816 0.1821 -0.3233  -0.24
N3 -1.2077 -0.3386 0.6316  -0.39
P1 -0.4733 2.1524 -0.1507  0.13
H1 0.8746 -1.5116 -0.9678  0.40
H2 0.6112 0.0252 -2.0917  0.29
H3 -1.3481 0.2816 -1.5108  0.56
H4 -1.6408 -1.3409 0.6331  0.37
H5 -1.9689 0.2813 1.0785  0.40
H6 -0.4437 -0.3297 1.2363  0.36
H7 -0.7638 2.5385 -1.3637  0.06

Forces on the atoms, in the same order (eV/Å):
C 3.6472 0.9644 0.4459
C 0.8662 -1.4739 -0.4460
C 0.7797 -2.3004 -1.7728
C 0.9884 1.4526 3.4633
N -2.4482 -0.6036 0.1655
N -2.3472 2.5171 -0.1819
N -4.4687 -0.9548 -1.0078
P 0.7329 -1.8971 2.1510
H -1.5553 1.9275 -0.5800
H 1.3260 -0.8145 0.7151
H -1.2698 -0.7799 -0.5670
H 1.1465 1.9542 -0.3543
H 1.3945 -0.9800 -0.8564
H 1.7133 -0.1009 1.6147
H -0.5054 1.0894 -2.7892